The following is a quantum chemistry calculation of a cluster of 16 separate species, C37H113N7O16 in total, from the Open Molecules 2025 dataset.

Last column: Mulliken charge in e.
Cartesian coordinates (Å):
C1 1.1902 -5.4578 -0.8545  -0.64
O1 2.3373 -4.8315 -1.3479  -0.55
H1 1.3121 -5.7334 0.1969  0.24
H2 0.2775 -4.8655 -0.9967  0.17
H3 0.9757 -6.3786 -1.4025  0.38
H4 2.6289 -4.1147 -0.7022  0.43
C2 -1.1738 4.7007 -4.0485  -0.53
O2 -1.8632 3.6741 -3.3552  -0.33
H5 -0.9222 5.4996 -3.3502  0.22
H6 -0.2197 4.3351 -4.4458  0.09
H7 -1.7202 5.1376 -4.8811  0.34
H8 -1.4786 3.7025 -2.4648  0.03
C3 1.6299 2.3583 -3.9461  -0.12
O3 3.0282 2.6491 -3.9227  -0.53
H9 1.2670 2.5968 -2.9451  -0.20
H10 1.0886 2.9962 -4.6491  0.32
H11 1.4273 1.3156 -4.1972  0.13
H12 3.2986 2.9594 -4.7906  0.31
C4 -0.9867 -0.5596 -4.9594  0.18
O4 -0.7146 -1.1008 -6.2439  -0.61
H13 -1.2055 0.5011 -5.0521  0.09
H14 -1.8174 -1.0972 -4.4989  0.19
H15 -0.0966 -0.6087 -4.3225  -0.19
H16 -0.2982 -1.9587 -6.1228  0.34
C5 -0.1882 -0.1589 3.8406  -0.23
O5 -0.0571 1.0001 3.0412  -0.32
H17 -0.6436 0.0960 4.8050  0.58
H18 -0.7226 -0.9624 3.3294  -0.50
H19 0.8073 -0.5254 4.1016  0.07
H20 -0.9428 1.3951 2.8623  -0.02
C6 1.0856 4.3044 -0.6358  -0.76
O6 -0.2120 4.6598 -1.1136  -0.36
H21 1.0940 3.2200 -0.5683  -0.02
H22 1.9248 4.8115 -1.1178  0.48
H23 1.2004 4.6491 0.4056  0.44
H24 -0.4167 5.5534 -0.8209  0.23
C7 3.9181 1.2688 -0.9207  -0.38
O7 4.0528 0.7740 0.4019  -0.50
H25 4.7063 1.9372 -1.2696  0.55
H26 3.7589 0.4605 -1.6413  0.13
H27 2.9943 1.8537 -0.9844  -0.09
H28 4.8991 0.3244 0.4964  0.19
C8 -5.0009 2.2468 -4.8774  -0.62
O8 -3.6242 1.8864 -4.7705  -0.36
H29 -5.0586 3.3340 -5.0044  0.29
H30 -5.4224 1.7921 -5.7717  0.27
H31 -5.5807 1.9232 -4.0078  0.16
H32 -3.2432 2.4130 -4.0514  0.15
C9 -4.8975 2.7653 -0.6137  -0.66
O9 -4.4714 1.9163 0.4188  -0.46
H33 -5.3698 2.1840 -1.4192  0.23
H34 -5.7443 3.3613 -0.2516  0.36
H35 -4.1612 3.4659 -1.0187  0.18
H36 -4.0865 1.0581 0.1077  0.14
C10 -5.7929 -1.6399 0.2044  -1.71
C11 -4.5040 -1.6734 -0.5780  0.79
C12 -4.6342 -1.2765 -2.0384  -0.39
O10 -5.6344 -2.0652 -2.6471  -0.45
C13 -6.0131 -1.5312 -3.9014  -0.55
N1 -3.5424 -0.7568 0.0615  0.98
H37 -5.6242 -1.8518 1.2643  0.27
H38 -6.5437 -2.3437 -0.1508  0.44
H39 -6.2385 -0.6388 0.2172  0.21
H40 -4.1307 -2.7081 -0.5812  0.32
H41 -3.6537 -1.3765 -2.5168  0.28
H42 -4.9227 -0.2160 -2.0843  0.07
H43 -5.2679 -1.7439 -4.6836  0.27
H44 -6.1324 -0.4437 -3.9009  0.17
H45 -6.9266 -2.0456 -4.1984  0.31
H46 -2.6495 -0.7789 -0.4321  -0.61
H47 -3.3071 -1.1786 0.9734  -0.41
C14 -1.6233 3.8422 1.6068  -0.50
C15 -2.3664 3.4735 2.8989  0.25
C16 -3.6065 4.3438 3.0047  -0.88
O11 -3.3721 5.7151 3.0594  -0.43
C17 -2.6651 6.1574 4.1842  -0.65
N2 -2.7024 2.0378 2.8009  -0.46
H48 -0.6971 3.2584 1.5834  -0.22
H49 -1.3821 4.9058 1.6695  0.52
H50 -2.1450 3.6026 0.6840  -0.09
H51 -1.6913 3.6837 3.7279  0.45
H52 -4.1972 4.0863 3.9065  0.55
H53 -4.3343 4.1342 2.2186  0.22
H54 -2.9791 5.5628 5.0585  0.31
H55 -2.8944 7.1934 4.4218  0.29
H56 -1.5819 6.0414 4.0667  0.18
H57 -3.4754 1.9377 2.1256  0.27
H58 -3.0996 1.8365 3.7243  0.26
C18 -0.7989 -3.8601 3.7204  -0.55
C19 -2.2005 -4.4179 3.5095  0.13
C20 -2.9131 -3.6744 2.3733  -0.86
O12 -2.9304 -2.2754 2.5523  0.59
C21 -3.5802 -1.7090 3.6630  -0.89
N3 -2.1881 -5.8668 3.3210  -0.68
H59 -0.8520 -2.8641 4.1601  0.12
H60 -0.2752 -3.8466 2.7631  -0.18
H61 -0.2497 -4.4444 4.4604  0.56
H62 -2.7652 -4.2823 4.4365  0.09
H63 -3.9474 -4.0450 2.3181  0.55
H64 -2.4281 -3.8444 1.4131  0.14
H65 -3.4924 -2.3508 4.5447  0.35
H66 -4.6512 -1.5835 3.4572  0.23
H67 -3.1680 -0.7295 3.8952  -0.04
H68 -1.4885 -6.2192 2.6793  0.25
H69 -3.1022 -6.1453 2.9743  0.27
C22 4.1358 -4.8661 1.5800  -1.67
C23 3.1667 -3.7021 1.7106  1.27
C24 3.3601 -2.8975 2.9818  -0.18
O13 3.0834 -3.7110 4.1073  -0.34
C25 3.4003 -3.0867 5.3317  -0.76
N4 3.2032 -2.8721 0.5055  0.64
H70 4.3014 -5.3820 2.5266  0.43
H71 5.1227 -4.5040 1.2697  0.37
H72 3.7890 -5.6002 0.8554  0.31
H73 2.1612 -4.1336 1.7741  -0.66
H74 2.6508 -2.0525 2.9631  -0.15
H75 4.3838 -2.4876 3.0468  0.47
H76 2.7996 -2.1827 5.4701  0.22
H77 4.4674 -2.8443 5.3961  0.34
H78 3.1908 -3.8278 6.1008  0.28
H79 2.6117 -2.0325 0.6368  -0.44
H80 4.1401 -2.4737 0.4153  0.24
C26 2.1203 3.8882 3.6322  -1.33
C27 3.0718 3.1314 2.7289  1.73
C28 4.5321 3.5083 3.0571  -0.92
O14 4.7137 4.9194 2.9804  -0.39
C29 4.9387 5.3809 1.6651  -0.41
N5 2.8773 1.6871 2.9197  -0.60
H81 1.0960 3.5185 3.5078  0.14
H82 2.0079 4.9666 3.4784  0.34
H83 2.3972 3.7973 4.6854  0.39
H84 2.9135 3.3729 1.6649  -0.64
H85 5.1873 2.9920 2.3476  0.34
H86 4.7300 3.2106 4.0845  0.38
H87 5.7837 4.8936 1.1634  0.28
H88 5.2181 6.4318 1.7071  0.27
H89 4.0109 5.2242 1.1127  0.04
H90 3.2681 1.2662 2.0731  0.11
H91 1.8861 1.4462 2.8715  0.26
C30 -0.3737 -1.9736 0.2529  -0.71
C31 0.4926 -0.8491 -0.2830  1.56
C32 -0.3195 0.3490 -0.7370  0.86
O15 -1.1449 -0.0123 -1.7856  -0.28
C33 -1.7905 1.1123 -2.3845  -0.61
N6 1.4531 -0.4559 0.7593  1.43
H92 0.1981 -2.8511 0.5618  -0.49
H93 -1.0705 -2.3404 -0.5151  0.59
H94 -1.0602 -1.7191 1.0688  -0.33
H95 1.0686 -1.2778 -1.1071  -0.56
H96 0.4057 1.1033 -1.0932  -0.19
H97 -0.8032 0.8480 0.1177  -0.42
H98 -2.3642 1.5630 -1.5650  0.47
H99 -2.4237 0.8370 -3.2184  0.65
H100 -1.0249 1.7760 -2.8027  0.44
H101 2.0882 0.2072 0.3174  -0.59
H102 0.9196 0.0276 1.4986  -1.16
C34 3.0894 -1.6303 -3.6388  -0.46
C35 3.7062 -2.8875 -4.2118  0.36
C36 5.0214 -3.2206 -3.5043  -0.36
O16 5.6708 -4.2736 -4.1638  -0.35
C37 6.9584 -4.4459 -3.6625  -0.73
N7 2.7536 -3.9988 -4.1453  -0.75
H103 2.7863 -1.7086 -2.5816  -0.63
H104 2.0623 -1.5272 -4.0198  0.02
H105 3.6782 -0.7422 -3.8487  0.62
H106 3.9350 -2.6573 -5.2588  0.33
H107 4.7731 -3.5298 -2.4809  0.03
H108 5.6276 -2.3036 -3.4754  0.43
H109 7.6413 -3.6091 -3.8637  0.29
H110 7.4085 -5.2978 -4.1772  0.28
H111 6.9827 -4.6543 -2.5866  0.28
H112 2.4659 -4.0841 -3.1554  0.19
H113 3.2674 -4.8647 -4.3017  0.37

Atomic forces in eV per Å
-0.6 -0.3 0.0
0.5 0.7 0.5
-0.2 0.0 0.1
0.1 0.3 0.3
0.4 0.0 -0.1
-0.2 -0.5 -0.7
0.7 0.4 0.0
-0.1 0.6 0.0
-0.1 0.1 -0.1
-0.2 0.0 0.0
-0.5 -0.3 0.1
-0.2 0.0 0.0
0.2 0.3 0.1
-0.1 0.0 -0.1
-0.2 -0.2 0.0
0.1 -0.1 0.0
0.1 -0.1 0.1
0.0 -0.1 0.0
0.6 -0.2 -0.1
0.0 0.2 -0.1
-0.3 -0.1 -0.3
0.0 0.2 0.2
-0.1 -0.2 0.2
0.0 0.0 0.0
0.1 0.2 0.5
0.0 0.2 -0.3
-0.3 -0.2 -0.1
-0.1 0.1 0.0
0.1 0.1 -0.3
-0.1 -0.5 0.1
-0.4 0.7 1.6
0.2 0.1 -0.3
0.5 0.0 -0.5
-0.2 -0.5 -0.8
-0.2 -0.2 0.0
0.0 -0.1 0.0
-0.7 0.1 -0.8
0.6 0.2 -0.2
0.2 -0.2 0.2
0.3 -0.1 0.0
0.1 0.0 0.3
-0.1 0.0 -0.1
0.6 0.4 -0.1
-0.5 -0.2 0.1
-0.3 -0.1 0.1
0.1 -0.2 0.0
0.0 0.1 0.0
0.1 0.2 -0.3
-1.3 -0.2 -0.3
0.4 0.0 0.2
0.4 0.1 -0.2
0.3 0.1 0.2
0.3 -0.3 0.1
-0.2 0.1 0.0
-0.6 0.4 0.4
0.4 -0.2 -0.1
-0.4 0.2 0.5
0.2 0.5 -0.2
0.3 -0.6 -0.5
0.4 -0.3 0.3
0.2 -0.2 -0.1
0.1 0.0 -0.2
0.1 0.0 -0.3
0.0 0.0 0.1
0.0 -0.1 -0.2
0.0 0.1 0.0
0.1 0.0 0.2
-0.3 0.0 0.3
-0.1 0.2 0.1
-0.2 0.0 -0.3
-0.2 0.5 -0.3
0.7 0.0 0.8
-0.1 0.2 -2.1
-1.1 -0.5 1.3
0.0 1.0 -0.8
0.0 -0.7 0.8
-0.4 0.5 1.3
0.1 0.2 -0.1
0.1 0.0 -0.4
-0.4 0.1 0.1
0.0 -0.3 0.2
0.3 -0.2 0.2
0.4 0.2 -0.5
0.2 0.1 0.0
-0.1 0.1 -0.4
0.0 0.1 0.0
0.5 0.0 0.1
0.0 -0.5 -0.3
-0.3 -0.2 0.4
0.4 -0.1 0.2
-0.6 -0.2 0.8
0.7 0.8 -0.4
-0.7 -0.7 0.4
-0.4 0.0 -0.1
0.0 0.1 -0.4
0.2 0.1 0.1
0.0 -0.3 -0.3
-0.1 0.2 -0.1
0.0 -0.1 -0.2
0.1 -0.1 0.0
0.1 0.2 0.0
0.0 0.0 0.0
0.2 0.0 -0.2
0.0 0.3 -0.1
0.2 -0.3 0.0
0.5 0.0 0.2
-0.2 -0.5 0.2
-0.2 0.3 0.3
0.2 -0.1 -0.3
0.0 -0.3 -0.2
0.2 0.6 0.1
-0.3 0.1 0.1
-0.1 0.0 -0.1
0.0 0.1 -0.1
-0.1 0.1 0.0
0.2 0.0 0.0
-0.1 -0.1 -0.1
0.1 0.0 0.2
0.0 0.2 -0.1
-0.2 0.2 0.1
0.0 -0.4 0.1
0.0 -0.3 -0.1
-0.9 0.5 0.2
0.1 0.0 0.2
-1.0 0.2 -0.3
0.7 -0.2 0.1
-0.2 -0.1 0.3
0.3 -0.1 -0.6
0.1 -0.3 0.1
0.6 -0.1 -0.4
0.0 -0.3 0.0
-0.2 0.3 0.1
0.2 0.0 0.2
0.2 -0.1 0.0
-0.1 -0.4 0.1
-0.4 0.1 0.1
0.2 0.3 -0.5
0.0 -0.2 0.6
0.1 0.4 0.3
-1.1 -0.7 -0.3
-0.1 -0.6 0.9
1.4 0.4 -0.2
-0.9 -0.5 -0.8
0.8 -0.3 0.8
-0.6 0.4 -0.4
0.3 0.2 0.0
0.3 0.1 -0.2
0.5 0.4 0.2
-0.1 0.3 -0.2
0.0 0.0 -0.1
-0.5 -0.3 0.0
-0.1 0.6 -0.4
-0.1 -0.5 0.3
-0.2 -0.1 0.4
-0.1 -0.1 0.6
0.5 -0.1 -0.3
-1.5 -0.2 0.4
0.2 -0.3 0.0
-0.9 0.6 0.0
0.1 0.3 -0.1
1.0 -0.7 -0.2
0.0 0.1 0.5
1.0 -0.1 0.2
0.4 0.2 -0.7
0.0 0.1 0.2
0.0 -0.3 0.0
0.1 0.1 0.2
0.3 -0.2 0.0
-0.3 0.3 0.0
-0.2 -0.1 0.1
-0.2 0.1 0.0
0.0 0.0 -0.6
-0.1 0.1 -0.2

As for the LUMO energy: 0.3 eV. The value obtained for the largest force on an atom is 2.111 eV/A. For the energy above the lowest of the compared OMol25 structures with the same formula, charge and spin, the calculation gives 0.000 eV. Its orbital gap is 8.93 eV. Its total energy is -83386.2220 eV. The value obtained for the HOMO energy is -8.7 eV.